[1]
# C39H76FIN2O13P2S

A cluster of 6 separate species, C39H76FIN2O13P2S in total in a non-equilibrium geometry (ωB97M-V/def2-TZVPD, OMol25).

```
135
C39H76FIN2O13P2S, DFT ωB97M-V/def2-TZVPD
I -4.76922 -5.73074 -1.43893
S -3.87302 -1.05041 4.08843
P -2.75974 0.30800 -0.92053
P -0.23419 -1.00443 -0.15601
F -8.27620 -1.69782 2.19908
O -3.65695 -3.49365 8.18953
O -2.68444 -0.65722 4.78835
O -3.96421 -0.16289 -1.66143
O 5.41912 0.84950 -7.15170
O -4.30463 -3.29429 -3.01755
O -0.29090 -0.66558 3.04209
O 5.99253 -2.16216 -3.63857
O 8.38587 1.34143 -2.27755
O -4.92293 -0.09262 4.29599
O -1.48275 -2.54778 2.79596
O 2.53228 3.12936 -4.51061
O -0.78235 5.40112 -0.64998
O -1.20165 4.08735 -2.39898
N -3.58532 -1.32876 2.32938
N 0.70984 -2.18581 0.23111
C -7.05251 1.17033 2.52416
C -2.06626 -0.98850 0.30965
C -7.78009 -3.85958 1.42914
C 8.15678 -3.18346 -3.97943
C -2.59966 -2.78770 8.85623
C -4.30428 -2.63406 4.82666
C -5.93734 -2.21770 2.12861
C -5.24879 -2.66804 -0.88618
C 6.38840 -3.23632 -5.76748
C -2.38558 -0.61563 1.80287
C -1.23915 -1.32040 2.62439
C 7.89386 0.98376 -0.98570
C -4.29276 -2.44204 0.28992
C 3.19945 4.35016 -4.19079
C 2.41801 5.52918 -4.74802
C -1.62315 4.86699 -1.58435
C 3.37991 4.46198 -2.68549
C 6.99119 -2.44277 -4.61972
C 6.24134 1.38279 -4.94139
C -2.67408 -1.30401 8.53271
C -7.31081 -2.38557 1.46115
C -5.38655 -0.12130 0.88078
C 6.63452 0.14698 -1.14020
C 8.96857 0.24413 -0.20365
C 6.52685 1.39492 -6.43385
C -3.06443 5.30222 -1.62013
C -1.41789 3.17187 2.39485
C -1.55317 -4.55793 0.39784
C -1.26620 1.78789 1.68006
C -1.59178 4.33809 1.40799
C -4.80498 -1.44097 1.39357
C -2.81680 -2.26918 -0.18832
C -0.44707 4.47059 0.41044
C -2.38219 0.87437 2.18267
C 6.82364 2.80299 -6.92825
C -2.67875 -3.03500 10.35401
C -6.28753 0.62741 1.77981
C -4.70489 -3.61281 -1.95693
C -2.11916 -3.53847 0.12677
H -1.86048 -0.75254 9.00434
H -4.49358 -3.15031 8.52233
H 5.36091 1.99307 -4.71685
H -2.73282 -2.21970 -1.27836
H -1.74577 0.67755 -1.82405
H 8.94741 -3.38194 -4.70460
H 3.91247 5.37544 -2.41581
H 9.86606 0.85718 -0.11140
H 8.60124 0.52606 -2.74315
H 7.37771 0.74615 -6.65228
H -3.72073 -3.42335 4.34894
H 7.08547 1.76842 -4.36891
H -2.57195 4.25425 0.93630
H 7.33235 -1.47412 -4.98899
H -3.18045 6.38527 -1.58181
H -6.14364 -3.22065 -0.58733
H -5.98707 -0.34618 0.00107
H 5.99874 -4.19252 -5.40657
H -3.49672 4.91905 -2.54063
H -1.61497 5.26448 1.98858
H -7.08793 -4.53911 1.92671
H 2.29543 5.43183 -5.82738
H -2.27675 3.17913 3.06806
H 9.25278 -0.67553 -0.72324
H 1.66269 3.15366 -4.09511
H 5.67118 -3.00288 -3.29527
H -4.08261 -2.56633 5.89161
H 1.41628 5.56420 -4.31084
H 0.32216 0.22410 0.25319
H -8.74514 -3.95270 1.92268
H -0.30627 -0.90524 -1.56997
H -4.67980 0.62985 0.54660
H 7.02326 2.79903 -8.00069
H -2.61724 -1.14778 7.45425
H -3.62851 -2.66732 10.75279
H 6.02249 0.36988 -4.59874
H -3.08589 1.48777 -0.22721
H -2.62622 -4.10255 10.56974
H -3.25624 -2.33010 2.37258
H 5.96132 3.45424 -6.75888
H -7.57655 1.79356 3.20922
H 4.65228 1.40420 -6.96995
H -4.32575 -3.38661 0.83985
H -1.04987 -5.34121 0.91536
H -5.36386 -2.85094 4.71105
H 7.82132 -4.13736 -3.56365
H -3.64646 4.88772 -0.79624
H -6.20947 -1.71318 3.06054
H -3.62350 -0.88241 8.87706
H 5.55637 -2.68958 -6.21147
H -2.33690 0.99085 3.26483
H 2.40744 4.46332 -2.18400
H -7.40241 -2.00133 0.44877
H -5.59850 -1.76330 -1.37833
H 6.84972 -0.76899 -1.69506
H 6.21224 -0.12355 -0.17057
H 0.22515 -2.85593 0.82253
H -5.57329 -3.19828 2.44072
H -7.90606 -4.21262 0.40460
H 8.62107 -0.01836 0.79663
H 7.68604 3.23032 -6.41398
H -0.26903 1.43835 1.92140
H -1.28824 2.02539 0.61461
H 3.93940 3.60702 -2.30314
H 4.17862 4.30075 -4.67076
H -1.66961 -3.20007 8.46494
H 8.57707 -2.60139 -3.15712
H 0.40120 4.92960 0.91343
H -0.53654 3.36396 3.01041
H 7.65473 1.91974 -0.47848
H -0.15087 3.52316 -0.04088
H -1.86625 -2.53289 10.88006
H 5.88082 0.69366 -1.70815
H -3.32802 1.37039 1.92444
H 7.12832 -3.43554 -6.54413
H 2.92242 6.47394 -4.53866
```

Computed properties:
* F_max: 4.8 eV/Å
* charge: 0
* SMILES string: C#CC[C@@]1(C[C@@H](C)F)[C@@H](CC(=O)I)[C@H](C#C)[C@@]([PH2]=N)([PH2]=O)[C@](CCCCCOC(C)=O)(C(=O)[O-])[N@H+]1S(C)(=O)=O.CC(C)O.CC(C)O.CC(C)O.CC(C)O.CC(C)O



[2]
# C7H16N2

The molecule C7H16N2 in a non-equilibrium geometry (ωB97M-V/def2-TZVPD, OMol25).

```
25
C7H16N2, DFT ωB97M-V/def2-TZVPD
N 1.09438 -0.07462 1.36440
N 0.06002 -0.64646 -0.62309
C 0.25074 0.37160 0.31866
C -1.66212 2.00187 1.19643
C 2.85242 -0.50919 -0.98563
C -1.01951 -0.44632 -1.59113
C -1.29654 0.71954 1.07454
C 1.47337 -0.67405 -1.59111
C -2.11732 -0.38186 1.66858
H 1.03655 0.51387 2.18496
H -1.49070 -1.21475 2.00252
H 3.62543 -0.70320 -1.74108
H 1.38954 -1.66006 -2.05553
H -0.87438 -1.09872 -2.45889
H -2.84231 -0.76885 0.94607
H -1.08009 0.58893 -1.94636
H 3.01831 0.51003 -0.62428
H -1.09180 2.81067 0.74585
H 1.33843 0.07474 -2.37816
H 0.88215 -1.04189 1.57849
H -1.97950 -0.73833 -1.16614
H 3.02764 -1.21612 -0.17020
H 0.59658 1.32166 -0.10333
H -2.67672 -0.04485 2.55148
H -2.51457 2.30636 1.80296
```

Computed properties:
* F_max: 4.9 eV/Å
* charge: 0
* SMILES string: C=C(C)[C@@H](N)N(C)CC



[3]
# C23H30NO2

The ion C23H30NO2 with charge +1 (ωB97M-V/def2-TZVPD, OMol25).

```
56
C23H30NO2, DFT ωB97M-V/def2-TZVPD
O -0.30820 2.12125 1.73136
O 1.28263 -3.44306 -0.59689
N -1.30505 -0.86766 -1.61904
C 1.00371 0.24119 1.29858
C -1.65730 -3.37390 -1.51929
C -2.23433 1.92650 -1.48920
C -2.94772 0.77430 -0.78089
C -1.04684 -2.17825 -2.26502
C 2.06047 -0.07955 0.44661
C 0.38806 -4.53106 -0.43619
C 1.13953 -2.28941 0.09837
C 3.05627 1.59840 2.92364
C 0.03501 -0.72115 1.55592
C 2.11775 -1.31838 -0.15398
C 0.79680 1.61518 1.84277
C 0.10117 -1.97996 0.97904
C -0.71074 -4.58184 -1.50690
C 1.88219 3.68459 2.61741
C 1.94011 2.29754 2.45932
C -0.75695 1.55445 -1.62150
C -2.38737 3.22318 -0.70361
C -2.74783 -0.53407 -1.53394
C 2.93068 4.36218 3.20564
C -0.57469 0.21680 -2.32390
C 4.09746 2.28289 3.52013
C 4.04025 3.66216 3.65562
H -2.56053 0.69008 0.23661
H 1.00637 4.20871 2.26484
H -0.24869 -4.68872 -2.48897
H -1.93308 3.12223 0.27854
H 4.95635 1.74068 3.88527
H -0.96140 0.26933 -3.34463
H -0.63754 -2.71384 1.26169
H -1.89487 -3.10260 -0.49048
H 0.48389 -0.04881 -2.36189
H -0.04707 -4.54280 0.56631
H 1.01026 -5.42419 -0.54234
H 0.03559 -2.30446 -2.32725
H 4.85891 4.19046 4.11987
H -4.01579 0.97898 -0.71286
H -0.22666 2.31790 -2.19014
H -3.43718 3.47207 -0.57849
H -1.90189 4.04244 -1.22616
H 2.88422 5.43423 3.31959
H -0.31522 1.51926 -0.62571
H -3.13264 -0.44837 -2.55306
H -2.66723 2.05609 -2.48706
H 2.92624 -1.57559 -0.81966
H 3.09542 0.52197 2.84218
H -1.43633 -2.13082 -3.28424
H -3.27218 -1.34789 -1.03233
H 2.82355 0.65468 0.23868
H -2.59003 -3.67038 -1.99969
H -0.93397 -0.91547 -0.64973
H -1.29045 -5.48460 -1.31503
H -0.77310 -0.48286 2.23208
```

Computed properties:
* F_max: 0.9 eV/Å
* charge: +1
* SMILES string: C[C@H]1CC[N@H+](CCCCOc2ccc(C(=O)c3ccccc3)cc2)CC1



[4]
# C5H10N3

The ion C5H10N3 with charge +1 in a non-equilibrium geometry (ωB97M-V/def2-TZVPD, OMol25).

```
18
C5H10N3, DFT ωB97M-V/def2-TZVPD
N 1.79628 0.07345 -0.84988
N -1.90180 -1.53093 0.36376
N -1.14719 1.69347 0.06451
C 0.67327 0.08663 0.10981
C -1.40476 -0.66458 -0.51368
C 1.94627 -0.52708 0.48803
C -1.82426 0.76157 -0.42488
C 0.16701 1.41249 0.58569
H 2.30193 0.93923 -1.04886
H -2.27768 -1.19082 1.23593
H 2.63544 -0.01449 1.14839
H 1.76316 -0.54591 -1.65721
H 2.04644 -1.60472 0.50525
H 0.79933 2.26008 0.29952
H -1.10944 -1.05306 -1.48008
H 0.08175 1.42465 1.67791
H -1.73290 -2.52087 0.29332
H -2.81285 1.00089 -0.79754
```

Computed properties:
* F_max: 2.4 eV/Å
* charge: +1



[5]
# C30H26NO2P2STi

A structure of composition C30H26NO2P2STi in a non-equilibrium geometry (ωB97M-V/def2-TZVPD, OMol25).

```
63
C30H26NO2P2STi, DFT ωB97M-V/def2-TZVPD
Ti 2.53195 -0.30636 -0.09166
S 4.31714 -1.49314 -0.59944
P -0.19344 0.08064 -1.47641
P -0.02678 -0.91495 1.56076
O 1.43499 0.19809 -1.56392
O 1.50060 -0.49462 1.55008
N 3.76228 1.07872 0.29560
C -0.55396 -1.10784 -5.33932
C -2.54066 -1.72798 -4.17343
C -2.89893 2.94425 -1.42840
C -2.17861 4.12017 -1.36452
C -1.98829 -1.26050 -2.96140
C -0.65832 1.43446 2.80961
C -2.44251 -0.21906 2.62983
C -0.80270 4.03875 -1.15343
C -3.30235 0.71055 3.22031
C 5.96336 0.61688 -0.53459
C 0.93199 -4.34757 3.43115
C -0.69800 -0.77449 -2.95688
C -1.54992 2.30948 3.43754
C -2.30283 1.68739 -1.38684
C 3.93304 2.43243 0.27020
C -1.28129 -3.39109 2.04981
C -0.70705 -1.03123 -0.12760
C -0.16681 2.82665 -1.17190
C -1.10291 0.18057 2.41639
C 5.11002 2.94639 -0.15677
C 6.15549 2.00877 -0.52432
C 0.91612 -3.00210 2.98741
C -1.27208 -4.68795 2.53234
C 4.65384 0.19683 -0.27294
C 0.03423 -0.72857 -4.16311
C -1.87561 -1.56075 -5.38319
C -0.11856 -2.58869 2.19563
C -0.14363 -5.19322 3.24272
C -0.90509 1.63601 -1.34795
C -2.87213 1.94249 3.68052
H 0.94735 2.76675 -1.11168
H -1.79165 -0.98580 -0.04649
H -4.33861 0.40572 3.39086
H -0.48618 -2.08439 -0.50712
H 5.32715 4.01779 -0.23437
H -2.60492 -1.37626 -2.06260
H -3.59145 2.60408 4.11429
H -2.23777 -2.98789 1.57748
H -2.96923 0.81354 -1.29218
H -1.17775 3.29223 3.64677
H -3.97612 3.05172 -1.51421
H -3.52401 -2.16828 -4.15031
H 3.08113 3.04298 0.55126
H -0.23203 4.93270 -1.02628
H 0.40495 1.69515 2.69802
H 0.01269 -1.01036 -6.25959
H 7.11984 2.41456 -0.79638
H 1.84030 -4.70583 3.81930
H 1.77213 -2.31963 3.22435
H 1.05128 -0.34361 -4.22957
H -2.11862 -5.34790 2.34501
H 6.81789 -0.07278 -0.67848
H -0.14160 -6.19003 3.72257
H -2.85715 -1.20898 2.36896
H -2.31525 -1.85802 -6.35304
H -2.67498 5.06311 -1.32844
```

Computed properties:
* F_max: 2.6 eV/Å
* charge: +3



[6]
# BrH2O2PS

A cluster of 2 separate species, BrH2O2PS in total (ωB97M-V/def2-TZVPD, OMol25).

```
7
BrH2O2PS, DFT ωB97M-V/def2-TZVPD
Br 1.60361 0.33411 -0.50073
S 2.55594 -1.29918 0.54363
P -1.38829 0.33330 0.80808
O -1.74856 1.40846 -0.35234
O -1.43227 -1.02934 0.27984
H -2.04019 2.33223 -0.21698
H 2.44976 -2.07958 -0.56151
```

Computed properties:
* F_max: 1.0 eV/Å
* charge: 0
* SMILES string: O=PO.SBr



[7]
# C26H42AsO8Si3Sn

A structure of composition C26H42AsO8Si3Sn in a non-equilibrium geometry (ωB97M-V/def2-TZVPD, OMol25).

```
81
C26H42AsO8Si3Sn, DFT ωB97M-V/def2-TZVPD
Sn -0.22264 0.78069 0.34489
As 0.80902 -1.60347 -0.21235
Si 1.99132 -2.14974 1.84508
Si -1.00757 -3.22171 -0.54538
Si 1.95532 -1.45716 -2.36639
O 1.59525 1.43824 1.45052
O -2.24947 0.90160 -0.80491
O -2.57629 0.06936 3.28881
O -1.01041 2.29319 1.38207
O 0.54122 2.27265 -0.88084
O -2.41671 3.51924 2.59252
O 3.35280 1.97487 -1.14789
O -1.42186 -0.49622 1.44099
C 0.90274 6.09322 0.68514
C -2.46577 0.02450 2.09708
C -2.97722 2.15926 -0.60541
C 3.79053 -1.19114 -2.14304
C -0.28072 -4.88889 -0.93892
C -4.50060 0.41812 -1.18783
C -1.90308 -2.53509 -2.04289
C 0.00122 4.56489 -0.94694
C -4.22567 1.92929 -1.44638
C 1.96026 2.62699 1.59511
C 2.52346 1.20932 -1.20513
C -2.23517 2.70397 1.73570
C -3.32920 0.03647 -0.28929
C 0.62558 3.49233 -0.31376
C 0.92357 -0.30810 -3.40436
C -3.33681 2.11245 0.89084
C 1.79465 -3.19313 -3.02929
C 0.13545 5.84766 -0.45485
C 3.07079 2.88003 2.56528
C 2.23710 -3.97225 1.52616
C 3.61314 -1.25838 1.75533
C -3.52645 0.57701 1.13069
C 1.51019 5.04028 1.32556
C -2.04506 -3.45578 0.97810
C 0.88360 -1.77875 3.26861
C 1.37286 3.72373 0.85504
H -0.36157 6.66860 -0.95534
H -3.05481 -3.76418 0.69165
H -5.44878 0.24717 -0.68259
H 2.06665 5.22853 2.23352
H -1.73498 -1.46503 -2.17401
H 1.01469 7.09885 1.06444
H 4.13442 -1.32034 2.71435
H -4.25007 2.66254 1.10142
H -1.62097 -4.23787 1.61076
H 0.29184 -4.92074 -1.86031
H 0.73525 -0.70402 3.39232
H 2.15488 -3.93059 -2.31023
H 3.47706 1.93166 2.90617
H 4.31847 -2.12774 -2.32887
H 0.10586 -0.85879 -3.87175
H -4.51288 0.36615 1.53745
H -4.47991 -0.15263 -2.11395
H -5.04628 2.57175 -1.13521
H -2.12482 -2.54985 1.57013
H 2.41233 -3.28450 -3.92823
H 2.43472 -4.16133 0.46971
H 0.34582 -5.26886 -0.13253
H 0.77194 -3.44685 -3.30737
H 4.25285 -1.70164 0.99090
H 0.51057 0.52239 -2.83072
H 3.08646 -4.35392 2.09876
H 1.35688 -4.54779 1.81997
H 1.53482 0.12567 -4.20109
H 4.05579 -0.83253 -1.15067
H 3.46206 -0.20445 1.52083
H -2.98145 -2.69232 -1.95391
H -4.01376 2.11969 -2.49669
H -0.10309 -2.21938 3.12502
H 2.69077 3.42713 3.43026
H -3.01879 -0.99715 -0.32741
H -2.35931 3.00235 -0.90079
H -1.57705 -3.04374 -2.95181
H 1.31403 -2.17252 4.19309
H 4.15561 -0.45144 -2.86050
H -1.12589 -5.57669 -1.04850
H 3.85270 3.47930 2.09958
H -0.58141 4.35558 -1.83546
```

Computed properties:
* F_max: 1.0 eV/Å
* charge: +1



[8]
# C25H39F4Si4

The ion C25H39F4Si4 with charge +1 in a non-equilibrium geometry (ωB97M-V/def2-TZVPD, OMol25).

```
72
C25H39F4Si4, DFT ωB97M-V/def2-TZVPD
Si 0.63258 -1.14256 0.38961
Si -1.51393 -1.56779 1.25191
Si 0.85289 -2.74599 -1.32560
Si 2.00385 -2.19140 2.01089
F -4.22909 2.26649 1.40643
F -0.42896 3.92189 3.71963
F 1.17781 5.38664 -5.04882
F -3.15766 3.43058 -4.82367
C 0.22589 4.66249 -4.36482
C 0.93200 0.69968 -0.01257
C -0.45223 3.49482 -2.37060
C -0.97158 4.36893 -5.01476
C -0.93830 3.20090 0.18215
C -1.70497 -0.50379 2.79439
C -2.30835 2.92320 0.16430
C 0.49668 4.26228 -3.06152
C -1.06568 3.61781 2.54401
C -1.91626 3.67262 -4.27075
C -2.40462 3.21967 2.60286
C -0.33720 3.65421 1.36431
C -1.68760 3.21485 -2.96856
C 3.80009 -2.13224 1.43108
C -1.86991 -3.36225 1.71613
C 1.67191 -3.99852 2.46120
C 1.87969 -1.22950 3.63064
C -2.78276 -1.01301 -0.02498
C -0.01546 2.89078 -1.01883
C 0.24844 1.40103 -1.15587
C 0.51907 -4.55925 -0.90379
C 2.60808 -2.68236 -2.01440
C 2.05192 1.33965 0.73437
C -0.35350 -2.26798 -2.69209
C -2.97317 2.84244 1.39063
H 2.67618 -1.60596 4.29059
H -2.69270 0.05354 -0.26845
H 0.69565 4.01029 1.36938
H -1.24902 -3.72634 2.54166
H 1.82072 -4.69532 1.63035
H -1.76904 -4.06057 0.87862
H -1.43294 0.54266 2.60986
H -3.78108 -1.16912 0.41195
H 4.42916 -2.41025 2.29056
H -0.47927 -4.74149 -0.49309
H -2.95647 3.17435 3.52761
H 2.03063 -0.14991 3.50542
H 0.92083 -1.38422 4.13928
H 2.39842 -4.27112 3.24268
H 0.93014 3.39206 -0.78966
H 2.97438 0.78264 0.49447
H 0.88403 1.23604 -2.04871
H 3.33629 -3.19482 -1.37491
H 1.44673 4.52492 -2.58791
H -2.91674 -3.40050 2.05222
H 1.88781 1.27211 1.82478
H -2.46188 2.63996 -2.46124
H 2.60115 -3.18605 -2.99252
H 4.10852 -1.13254 1.09952
H -1.18219 4.69694 -6.02015
H 0.67301 -4.17478 2.87358
H -1.39577 -2.49594 -2.43724
H -0.71312 0.89199 -1.39829
H -2.76541 -0.52681 3.08817
H 1.25125 -4.98948 -0.21307
H 4.00823 -2.84008 0.62025
H 0.59333 -5.12658 -1.84424
H -2.86570 2.74815 -0.75039
H -2.72794 -1.58403 -0.95992
H 2.26185 2.39508 0.48925
H -1.10756 -0.86337 3.64051
H 2.95237 -1.65098 -2.16591
H -0.08607 -2.85197 -3.58591
H -0.28744 -1.20283 -2.95200
```

Computed properties:
* F_max: 1.9 eV/Å
* charge: +1



Let's list energy relative to the best compared isomer or geometry (same formula, charge and spin) in order: 0.00, 61.43, 0.00, 93.81, 5.38, 41.97, 24.02, 0.00 kcal per mole.